DFT (ωB97M-V/def2-TZVPD) results for a molecular structure, C40H70N10.

Each line ends with the Mulliken charge.
Atoms and positions in Å:
C  0.289  1.004  3.363  -1.07
C  -0.931  0.144  3.454  0.61
C  -2.260  0.910  3.463  -1.65
C  -2.508  1.582  2.198  0.88
N  -2.646  2.085  1.168  -0.50
H  0.341  1.632  2.474  0.88
H  1.242  0.477  3.409  0.48
H  0.277  1.694  4.207  0.33
H  -0.940  -0.431  4.380  -0.22
H  -0.894  -0.562  2.624  -0.38
H  -2.144  1.668  4.237  0.72
H  -3.165  0.332  3.655  1.39
C  1.942  0.818  -2.012  -0.53
C  2.717  0.927  -3.301  -1.16
C  2.160  0.027  -4.450  0.61
C  2.955  0.183  -5.696  0.14
N  3.568  0.292  -6.630  -0.56
H  2.084  -0.194  -1.632  -0.73
H  0.863  0.923  -2.124  -0.10
H  2.356  1.487  -1.258  0.85
H  3.792  0.799  -3.175  0.38
H  2.616  1.950  -3.661  0.63
H  1.163  0.311  -4.789  0.58
H  2.143  -1.009  -4.111  0.45
C  -2.677  2.294  -0.481  -0.12
C  -1.334  1.927  -1.148  1.18
C  -0.841  3.037  -2.111  -0.32
C  -1.697  3.309  -3.278  0.04
N  -2.373  3.489  -4.231  -0.59
H  -3.144  1.532  0.142  -0.11
H  -3.351  2.560  -1.295  0.31
H  -2.460  3.167  0.135  0.91
H  -1.413  1.034  -1.767  0.62
H  -0.607  1.813  -0.343  -1.55
H  0.163  2.731  -2.405  0.00
H  -0.603  3.998  -1.657  0.41
C  0.405  5.315  2.925  -1.39
C  -0.722  5.069  1.846  -1.01
C  -0.957  3.556  1.598  0.07
C  0.088  2.879  0.856  0.60
N  0.858  2.301  0.239  0.10
H  0.206  4.894  3.910  0.30
H  0.485  6.392  3.068  0.52
H  1.401  5.038  2.579  0.30
H  -0.583  5.614  0.913  0.39
H  -1.652  5.479  2.241  0.38
H  -1.876  3.359  1.046  -1.52
H  -1.007  3.042  2.558  0.58
C  1.022  -4.945  -1.660  -0.88
C  2.502  -4.843  -2.130  -0.97
C  2.923  -3.382  -2.516  -0.50
C  2.531  -2.373  -1.608  0.98
N  2.136  -1.527  -0.859  0.78
H  0.801  -6.011  -1.601  0.44
H  0.267  -4.454  -2.276  0.19
H  0.955  -4.521  -0.658  0.19
H  2.615  -5.581  -2.925  0.41
H  3.179  -5.190  -1.349  0.45
H  2.453  -3.041  -3.439  0.18
H  4.012  -3.339  -2.541  0.63
C  -1.582  -2.331  5.264  -1.50
C  -2.588  -2.065  4.160  -0.40
C  -2.031  -2.436  2.777  -0.53
C  -1.928  -3.848  2.534  1.31
N  -1.852  -4.978  2.284  -0.82
H  -0.894  -1.513  5.478  0.30
H  -1.037  -3.259  5.087  0.35
H  -2.114  -2.509  6.199  0.41
H  -2.878  -1.014  4.142  -0.38
H  -3.532  -2.575  4.355  0.65
H  -1.126  -1.857  2.593  0.32
H  -2.728  -2.084  2.017  -0.30
C  1.479  -0.289  -0.374  -0.80
C  0.364  0.619  0.201  1.66
C  -1.043  -0.031  0.280  1.16
C  -1.021  -1.299  1.052  0.77
N  -0.999  -2.269  1.689  -0.51
H  1.357  -1.265  0.095  0.91
H  2.461  0.114  -0.129  -0.27
H  1.417  -0.527  -1.436  -2.02
H  0.318  1.550  -0.364  -0.62
H  0.729  0.951  1.173  -1.40
H  -1.412  -0.203  -0.732  0.65
H  -1.770  0.654  0.717  0.07
C  -0.812  -2.219  -1.378  -0.63
C  -0.478  -1.108  -2.435  0.43
C  0.776  -1.477  -3.339  1.42
C  0.726  -2.800  -3.981  -0.03
N  0.752  -3.872  -4.477  -0.74
H  0.009  -2.444  -0.697  -0.39
H  -1.115  -3.152  -1.853  0.89
H  -1.716  -2.064  -0.789  0.40
H  -0.293  -0.164  -1.921  -1.31
H  -1.308  -0.963  -3.127  0.54
H  1.713  -1.483  -2.780  -2.04
H  0.784  -0.712  -4.115  0.20
C  6.263  -0.965  -0.624  -1.21
C  5.741  0.132  -1.541  -0.92
C  4.147  0.244  -1.666  0.73
C  3.460  0.811  -0.516  0.54
N  2.875  1.214  0.385  -0.46
H  5.597  -1.820  -0.505  0.28
H  6.356  -0.469  0.342  0.31
H  7.166  -1.380  -1.072  0.38
H  6.027  -0.122  -2.561  0.43
H  6.246  1.049  -1.238  0.47
H  3.784  -0.774  -1.807  -0.63
H  4.008  0.841  -2.567  -0.35
C  -5.807  1.248  1.531  -2.06
C  -4.261  1.060  1.373  0.60
C  -3.752  -0.362  1.093  0.99
C  -3.978  -1.369  2.117  -0.54
N  -4.129  -2.210  2.895  -0.59
H  -6.268  0.506  2.183  0.40
H  -6.274  1.129  0.553  0.40
H  -6.113  2.229  1.894  0.38
H  -3.789  1.516  2.243  -0.70
H  -3.886  1.746  0.614  -0.07
H  -2.674  -0.234  0.994  -1.18
H  -4.086  -0.770  0.139  1.02

Forces on atoms 1 to 2 (eV/Å):
C 0.5 1.1 0.6
C -0.3 -0.7 0.6

The LUMO energy is 0.1429 eV. As for the spin multiplicity: 1. For the gap between HOMO and LUMO, the calculation gives 0.207 hartree. The calculation puts the HOMO energy at -5.50 eV.